{
  "formula": "C3H6N3",
  "method": "ωB97M-V/def2-TZVPD",
  "charge": 1,
  "relative_energy_kj_mol": 433.92,
  "multiplicity": 1,
  "lumo_energy_ha": -0.17662,
  "species": ["C", "C", "C", "N", "N", "N", "H", "H", "H", "H", "H", "H"],
  "positions_angstrom": [[-2.98326, 0.10082, -0.53845], [1.66474, -0.57824, -0.38331], [1.18111, 0.56933, 0.18383], [1.37961, 1.69889, 0.50269], [-1.01151, -0.47907, 0.79403], [-2.08315, -0.18630, 0.15154], [-3.53815, 0.49508, -1.31175], [0.95205, -0.76492, -1.24036], [2.70503, -0.47969, -0.72704], [1.83974, -1.38702, 0.34960], [-1.16827, -1.42879, 1.08199], [1.06206, 2.43991, 1.13723]],
  "atomic_forces_ev_per_a": [[3.0, -0.6, 2.8], [0.2, -3.1, -2.0], [1.4, 5.5, 2.2], [-1.8, -2.5, 0.1], [-0.5, 0.7, -0.2], [-1.3, 0.5, -2.1], [-1.2, 0.4, -1.1], [1.0, -0.7, 0.9], [-0.3, 0.8, -0.3], [-1.1, 0.1, -0.3], [0.4, -0.7, 0.5], [0.2, -0.3, -0.6]]
}

---

{
  "formula": "C3H6N3",
  "method": "ωB97M-V/def2-TZVPD",
  "charge": 1,
  "relative_energy_kj_mol": 633.78,
  "multiplicity": 1,
  "lumo_energy_ha": -0.13657,
  "species": ["C", "C", "C", "N", "N", "N", "H", "H", "H", "H", "H", "H"],
  "positions_angstrom": [[2.27412, -0.51757, -0.21548], [-1.51444, -0.40124, -0.42035], [0.91779, -0.24295, 0.12658], [2.02601, 0.63036, 0.30592], [-0.19961, 0.08704, -0.66072], [-1.08808, 0.93765, -0.01352], [3.26111, -1.01163, -0.38253], [-2.19762, -0.48880, -1.22758], [-1.65071, -1.15605, 0.48566], [0.26839, -0.62897, 1.58824], [-1.22982, 1.83085, -0.61059], [-0.86712, 0.96130, 1.02437]],
  "atomic_forces_ev_per_a": [[0.9, 1.4, 1.2], [0.5, -1.9, 2.3], [-1.3, -1.6, 4.4], [0.3, -0.8, -1.1], [0.6, -0.9, -2.2], [-0.3, 2.4, 0.6], [-1.4, -0.1, -0.3], [-0.3, 0.0, -0.7], [0.3, 1.8, -1.8], [1.4, 0.6, -3.3], [-0.2, -1.7, 1.7], [-0.4, 0.6, -0.9]]
}

---

{
  "formula": "C3H6N3",
  "method": "ωB97M-V/def2-TZVPD",
  "charge": 1,
  "smiles": "C[N+]1=NN=CC1",
  "relative_energy_kj_mol": 512.43,
  "multiplicity": 1,
  "lumo_energy_ha": [-0.27073, -0.27091],
  "species": ["C", "C", "C", "N", "N", "N", "H", "H", "H", "H", "H", "H"],
  "positions_angstrom": [[-1.36830, -1.22096, 0.67848], [-0.08850, -0.57245, 0.77718], [1.19608, 1.07611, -0.54589], [-1.08827, 0.35008, -1.01594], [-2.01405, -0.33962, -0.58813], [0.02588, 0.28209, -0.35700], [-2.08520, -1.99197, 0.68904], [0.06423, -0.08168, 1.71044], [0.69891, -1.27207, 0.54995], [1.80320, 1.27285, 0.42861], [1.90868, 0.45538, -1.23399], [0.94733, 2.04225, -1.09275]],
  "atomic_forces_ev_per_a": [[-1.6, 4.8, -5.7], [-0.8, -1.9, -0.7], [3.0, 0.8, -1.6], [2.5, 2.2, -1.0], [0.0, -4.4, 4.3], [-1.5, 0.7, 1.0], [-0.2, -1.3, 1.6], [0.4, 0.4, 1.0], [0.7, -1.0, 0.7], [-1.6, -0.3, -1.6], [-1.1, 1.3, 1.1], [0.3, -1.3, 0.9]]
}

---

{
  "formula": "C3H6N3O2",
  "method": "ωB97M-V/def2-TZVPD",
  "charge": 1,
  "smiles": "O=[N+]([O-])C1=C[NH2+]CN1",
  "relative_energy_kj_mol": 634.90,
  "multiplicity": 1,
  "lumo_energy_ha": [-0.19834, -0.19837],
  "species": ["C", "C", "C", "N", "N", "N", "O", "O", "H", "H", "H", "H", "H", "H"],
  "positions_angstrom": [[-0.10223, -1.32676, 0.27054], [0.85137, -0.00263, 0.18039], [-1.18607, 0.82436, -0.06357], [0.17863, 1.15813, -0.08336], [2.31353, -0.11938, 0.11153], [-1.41502, -0.67732, -0.03658], [2.75268, -1.20842, 0.22806], [2.85108, 0.90803, -0.30637], [0.27523, -2.32162, 0.12993], [-1.75271, 1.28541, 0.84854], [-1.70112, 1.38873, -1.03187], [0.66951, 2.07824, 0.05613], [-1.64126, -0.94545, -1.02486], [-2.09363, -1.04133, 0.72150]],
  "atomic_forces_ev_per_a": [[5.1, 7.9, 0.0], [-4.3, -5.3, 0.0], [-4.7, 4.1, -0.3], [3.3, -2.1, 1.0], [-1.0, 2.2, -1.8], [0.4, -1.5, -0.3], [1.0, -1.2, 0.7], [-0.1, -0.8, 0.9], [-0.6, -0.3, -0.2], [1.1, -1.0, -1.4], [0.9, -2.0, 2.4], [-1.1, -1.2, -0.3], [-0.7, -0.1, 1.2], [0.7, 1.2, -1.9]]
}

---

{
  "formula": "C3H6N3S2",
  "method": "ωB97M-V/def2-TZVPD",
  "charge": -1,
  "relative_energy_kj_mol": 284.07,
  "multiplicity": 1,
  "lumo_energy_ha": [0.10802, 0.09691],
  "species": ["C", "C", "C", "N", "N", "N", "S", "S", "H", "H", "H", "H", "H", "H"],
  "positions_angstrom": [[-0.63679, -1.06334, -0.12463], [-1.18280, -0.19121, 1.04741], [0.83322, -0.61180, -0.41277], [-0.21700, -0.00079, 2.06536], [0.99654, 0.84072, -0.81890], [0.97948, 1.72393, 0.16806], [1.13042, 1.29917, -2.40633], [1.30495, 3.21513, -0.04924], [-0.56540, -2.16548, 0.12578], [-1.40123, -0.87010, -0.95439], [-1.66769, 0.79908, 0.61586], [-2.08808, -0.70580, 1.53436], [1.30054, -0.96649, 0.38031], [1.21384, -1.30303, -1.17087]],
  "atomic_forces_ev_per_a": [[-0.5, 0.7, -0.6], [-1.5, 0.4, 0.5], [-3.4, 1.0, -4.4], [-0.8, 0.1, -0.4], [-0.1, -0.4, 2.2], [-0.2, -4.7, 0.4], [0.2, -0.3, -1.5], [0.3, 3.0, -0.5], [-0.4, 1.2, -0.1], [1.4, -0.6, 0.7], [1.4, -1.5, 0.8], [0.9, 0.4, -0.5], [2.7, -0.2, 4.2], [-0.1, 0.8, -0.7]]
}

---

{
  "formula": "C3H6N4",
  "method": "ωB97M-V/def2-TZVPD",
  "relative_energy_kj_mol": 523.04,
  "multiplicity": 1,
  "lumo_energy_ha": 0.04196,
  "species": ["C", "C", "C", "N", "N", "N", "N", "H", "H", "H", "H", "H", "H"],
  "positions_angstrom": [[-0.50988, -0.10461, 0.05659], [0.03812, 0.94947, 0.93951], [0.41398, -1.27497, -0.24017], [-1.62855, 3.51395, 0.67798], [-1.46627, 3.44796, -0.41235], [-1.60568, 2.99330, -1.49058], [0.08549, 1.23585, -0.30193], [-1.57998, -0.12617, -0.05438], [0.42917, 1.16218, 1.80376], [1.32356, -1.06119, 0.33557], [0.65411, -1.13322, -1.33188], [0.16066, -2.21137, 0.18712], [-1.11860, 3.35351, -2.25755]],
  "atomic_forces_ev_per_a": [[0.5, 0.5, 1.2], [-2.3, -1.9, -6.8], [0.7, 2.2, -0.6], [0.4, 1.4, 3.4], [-0.6, -0.1, 0.9], [-1.3, -1.8, -3.5], [0.6, -0.3, 1.8], [-0.2, -0.5, -0.2], [1.9, 1.7, 4.6], [0.2, 0.2, -0.5], [-0.1, -1.2, 1.0], [-0.9, -1.1, -0.5], [1.1, 0.9, -0.9]]
}

---

{
  "formula": "C3H6N4",
  "method": "ωB97M-V/def2-TZVPD",
  "smiles": "[H]/N=C(N=C)\\N=C/N",
  "relative_energy_kj_mol": 290.61,
  "multiplicity": 1,
  "lumo_energy_ha": 0.03402,
  "species": ["C", "N", "C", "C", "N", "N", "N", "H", "H", "H", "H", "H", "H"],
  "positions_angstrom": [[0.40508, 0.36487, -0.13330], [0.05289, -1.78013, -0.18870], [-0.03540, -1.40085, 1.18319], [-1.04493, 2.11187, -0.52724], [0.26899, -0.19780, 1.36947], [-0.83801, 0.86908, -0.55710], [1.47346, 0.83418, -0.62768], [2.32227, 0.38876, -0.29399], [-0.66141, -1.56833, -0.87831], [0.37380, -2.71879, -0.39349], [0.05184, -2.19377, 1.92131], [-0.32669, 2.82487, -0.11257], [-2.04189, 2.46604, -0.76160]],
  "atomic_forces_ev_per_a": [[0.9, 3.1, 3.3], [-0.5, -2.4, -0.5], [1.7, -0.7, -2.0], [-0.1, -0.2, 0.8], [-0.4, 1.4, -2.0], [-0.3, -0.8, -0.2], [-0.5, -1.2, -0.5], [-0.1, 0.1, 0.5], [-0.3, 0.4, 0.7], [-0.1, -0.1, 0.4], [-0.6, 0.2, 0.3], [0.1, -0.1, -0.3], [0.0, 0.1, -0.4]]
}

---

{
  "formula": "C3H6N4",
  "method": "ωB97M-V/def2-TZVPD",
  "smiles": "Nc1c[nH]c(N)n1",
  "relative_energy_kj_mol": 183.87,
  "multiplicity": 1,
  "lumo_energy_ha": 0.03054,
  "species": ["C", "C", "C", "H", "H", "H", "H", "H", "H", "N", "N", "N", "N"],
  "positions_angstrom": [[0.61954, 0.92444, -0.02078], [0.36266, 0.45199, -1.30709], [-0.82510, -0.56046, 0.34217], [1.46717, 1.69114, 1.43896], [2.57128, 1.78818, 0.04959], [0.33357, 0.96190, -2.38483], [-1.07194, -1.05099, -1.65373], [-1.76488, -1.52136, 1.86324], [-0.89279, -2.60791, 0.56473], [1.51355, 1.85404, 0.42366], [-0.57775, -0.49929, -1.09932], [-1.62626, -1.70488, 0.81477], [-0.10905, 0.27321, 0.96865]],
  "atomic_forces_ev_per_a": [[0.0, -0.7, -1.5], [-0.3, 2.4, -1.5], [-1.2, -3.0, -4.1], [0.8, 0.7, -0.5], [-3.5, 0.0, 1.2], [0.8, -1.1, 2.8], [-2.3, -2.5, -3.3], [0.6, -1.0, -2.0], [-2.9, 3.1, 1.7], [3.6, 0.9, 0.3], [0.1, 0.9, 6.9], [3.3, -0.5, 0.0], [1.1, 0.9, -0.1]]
}

---

{
  "formula": "C3H6N4",
  "method": "ωB97M-V/def2-TZVPD",
  "relative_energy_kj_mol": 728.42,
  "multiplicity": 1,
  "lumo_energy_ha": -0.01409,
  "species": ["C", "C", "C", "N", "N", "N", "N", "H", "H", "H", "H", "H", "H"],
  "positions_angstrom": [[1.90288, -1.38654, 0.15290], [0.17651, 1.53296, -0.19546], [0.69551, -0.89382, 0.04853], [-0.51483, -1.10396, -0.11454], [-2.66036, -0.62132, -0.09089], [-1.05546, 1.02417, 0.18726], [-1.49699, -0.17235, -0.04245], [2.64550, -0.80383, 0.55289], [2.09914, -2.42304, 0.03711], [0.19455, 1.77296, -1.18051], [0.55665, 2.34045, 0.47701], [0.89097, 0.67664, 0.04999], [-3.43408, 0.05768, 0.11817]],
  "atomic_forces_ev_per_a": [[-0.6, -0.2, -0.2], [-0.4, -1.4, 3.7], [0.4, -1.6, -0.5], [-0.6, 0.0, 0.0], [-1.7, -0.4, 0.5], [-3.2, 1.5, 0.7], [1.9, 1.7, -0.1], [1.8, 1.3, 0.7], [-0.1, -0.7, -0.3], [0.6, 0.7, -3.1], [-0.7, -0.5, -0.5], [0.8, -0.1, -0.3], [1.8, -0.1, -0.5]]
}

---

{
  "formula": "C3H6N4",
  "method": "ωB97M-V/def2-TZVPD",
  "smiles": "Nc1cc(N)[nH]n1",
  "relative_energy_kj_mol": 404.67,
  "multiplicity": 1,
  "lumo_energy_ha": 0.02467,
  "species": ["C", "C", "C", "H", "H", "H", "H", "H", "H", "N", "N", "N", "N"],
  "positions_angstrom": [[-0.53629, -1.06572, -0.37682], [-0.64775, 0.28815, 0.35044], [0.42398, 0.86795, -0.20268], [-1.75531, -2.99147, -0.26243], [-2.17841, -1.77242, 0.92355], [-1.09177, 0.78782, 1.28917], [0.60539, 2.71188, 0.71442], [1.83461, 2.03903, 0.86004], [1.74019, 0.26100, -1.65447], [-1.59682, -1.95137, 0.10646], [1.19254, 2.16111, -0.13230], [1.33016, -0.06455, -0.71112], [0.67948, -1.27139, -0.90426]],
  "atomic_forces_ev_per_a": [[-1.2, -0.3, 4.9], [0.6, 0.2, -0.8], [4.4, 1.6, 1.1], [1.0, 3.4, 1.0], [0.8, 0.6, -0.6], [-0.2, -1.4, -2.1], [0.6, -0.7, -3.5], [-0.8, -0.6, -3.8], [-0.3, -0.7, 2.1], [0.9, -3.2, -2.8], [-1.8, 0.6, 7.8], [-0.8, 0.9, -3.6], [-3.2, -0.4, 0.5]]
}

---

{
  "formula": "C3H6N4",
  "method": "ωB97M-V/def2-TZVPD",
  "relative_energy_kj_mol": 375.33,
  "multiplicity": 1,
  "lumo_energy_ha": 0.03476,
  "species": ["C", "C", "C", "N", "N", "N", "N", "H", "H", "H", "H", "H", "H"],
  "positions_angstrom": [[0.35908, -1.58166, -0.07237], [1.87081, 0.14825, 0.57083], [-1.10807, 0.38090, 0.18304], [1.44817, -0.97089, 0.02204], [-0.88380, -0.95525, 0.01871], [2.53072, 1.04483, -0.16934], [-2.37652, 0.84368, 0.15500], [0.24463, -2.57173, -0.31302], [-1.75961, -1.39000, -0.17383], [2.85157, 1.90751, 0.16295], [2.50448, 1.16361, -1.14953], [-3.26866, 0.18875, 0.17911], [-2.41279, 1.79199, 0.58641]],
  "atomic_forces_ev_per_a": [[-0.6, 2.2, -0.1], [0.4, 0.3, 0.1], [1.3, 0.3, 0.1], [0.8, 0.3, 0.3], [-2.0, 3.0, 0.3], [-0.6, -0.7, -0.1], [-0.6, -1.4, 0.8], [0.3, -2.4, -0.5], [-0.2, -1.8, -0.3], [0.3, 0.8, 1.7], [-0.4, -0.9, -1.5], [2.0, 1.7, 0.1], [-0.6, -1.4, -0.8]]
}

---

{
  "formula": "C3H6N4",
  "method": "ωB97M-V/def2-TZVPD",
  "charge": 2,
  "relative_energy_kj_mol": 645.31,
  "multiplicity": 1,
  "lumo_energy_ha": [-0.44014, -0.43312],
  "species": ["C", "C", "C", "N", "N", "N", "N", "H", "H", "H", "H", "H", "H"],
  "positions_angstrom": [[0.00881, 1.04030, 0.05492], [1.37996, 1.10580, -0.01284], [-1.94481, -0.24136, 0.08550], [3.08707, -0.55804, 0.13248], [0.17760, -1.21891, -0.01488], [-0.61226, -0.21980, 0.03265], [2.13777, 0.05596, -0.05335], [-0.60153, 1.93435, 0.12535], [1.88342, 2.08234, -0.08156], [-2.47069, -1.19036, 0.04728], [-2.51579, 0.67158, 0.20090], [3.61634, -1.36396, -0.21192], [-0.20980, -2.15413, -0.09774]],
  "atomic_forces_ev_per_a": [[1.4, 0.9, 0.1], [-2.0, 2.0, 0.2], [-0.6, -0.5, 0.0], [0.0, 0.5, 1.8], [1.2, -0.6, 0.3], [-1.2, 0.1, 0.1], [1.8, -1.8, -1.3], [0.0, -0.2, -0.1], [0.0, -0.4, 0.0], [0.2, -0.1, 0.0], [0.2, 0.2, 0.0], [-0.1, -0.1, -0.9], [-0.8, 0.0, -0.1]]
}